The following is a DFT calculation (ωB97M-V/def2-TZVPD) of a 2-piece molecular cluster, C2H4N2 overall at a distorted geometry.

Output
Max |F| ... 2.56 eV/A
E ... -5112.727 eV

Structure (ORCA input):
```
! RIJCOSX wB97M-V def2-TZVPD def2/J DEFGRID3
* xyz 0 1
C -1.742 -0.434 -0.779
C 0.392 -0.213 0.626
N -2.763 0.524 -0.358
N -2.134 0.808 -1.403
H -1.901 -1.445 -1.128
H 0.437 0.686 -0.024
H 0.908 -1.187 0.368
H -0.127 -0.051 1.617
*
```